[1]
DFT (ωB97M-V/def2-TZVPD) results for a single C16H24ClNO2 molecule.

XYZ file:
```
44
Properties=species:S:1:pos:R:3
C 2.42763 2.06967 1.40097
C 1.16806 1.30747 0.96131
C 0.00431 2.25868 0.65660
C 0.22652 3.03230 -0.63742
C 0.46195 2.03787 -1.76668
C 1.62294 1.11237 -1.41633
N 1.34840 0.41013 -0.17410
C 2.26830 -0.68140 0.07393
C 1.99686 -1.90097 -0.83792
O 2.68363 -3.02844 -0.35476
C 0.49327 -2.21854 -0.97572
O 0.02260 -2.99585 0.11291
C -0.61914 -2.28312 1.14621
C -1.89911 -1.60193 0.72649
C -2.66093 -2.10300 -0.32088
C -3.83199 -1.47725 -0.70741
C -4.24983 -0.34280 -0.03120
Cl -5.71128 0.44994 -0.50891
C -3.51143 0.16385 1.02625
C -2.33824 -0.46751 1.39706
H 2.20081 2.66966 2.27870
H 2.78946 2.73049 0.61919
H 3.22200 1.37283 1.65810
H 0.86393 0.67408 1.80696
H -0.90532 1.66392 0.55137
H -0.12871 2.94461 1.49500
H 1.08758 3.69581 -0.54116
H -0.64690 3.65042 -0.85328
H -0.43807 1.43612 -1.90900
H 0.67996 2.55744 -2.70120
H 2.56059 1.69113 -1.36604
H 1.73941 0.36755 -2.20580
H 3.32300 -0.39229 -0.06504
H 2.15556 -1.00613 1.11188
H 2.40133 -1.70079 -1.83662
H 2.06555 -3.49894 0.22498
H -0.07144 -1.28920 -1.07750
H 0.34693 -2.83932 -1.86477
H 0.05233 -1.53938 1.59225
H -0.84386 -3.04320 1.90444
H -2.32815 -2.99060 -0.83726
H -4.41822 -1.86636 -1.52494
H -3.84916 1.04553 1.54804
H -1.76112 -0.07487 2.22132
```

As for the frontier orbital gap: 9.30 eV. The SMILES is C[C@H]1CCCCN1C[C@@H](O)COCc1ccc(Cl)cc1. The calculation puts the largest force on an atom at 0.61 eV/A. The spin multiplicity is 1. The calculation puts the LUMO energy at 0.77 eV. The value obtained for the relative energy (zero: lowest compared OMol25 entry of this formula, charge and spin) is 1.6 kcal/mol.



[2]
DFT (ωB97M-V/def2-TZVPD) results for a molecular structure, C21H47GeN9O3Si2Sr in a non-equilibrium geometry.

XYZ file:
```
84
Properties=species:S:1:pos:R:3
Sr -0.12111 1.27606 0.25919
C 0.33409 0.25766 -3.15231
C -1.11321 -0.01214 -2.71211
C -2.07521 0.51236 -3.79731
C -1.30791 -1.53954 -2.57711
O -1.37961 0.59396 -1.48921
Ge -2.02041 2.60786 -1.37641
O -0.11271 3.09016 -1.05891
C 0.37799 4.34936 -0.73371
C 1.67389 4.59276 -1.53111
C -0.63111 5.46516 -1.06161
C 0.68949 4.41566 0.76969
O -2.15241 2.33276 0.59239
C -3.32961 2.01476 1.26469
C -3.45191 0.49746 1.45389
C -3.26781 2.69446 2.64519
C -4.57201 2.50426 0.49829
H 0.55599 -0.24454 -4.09101
H 1.00879 -0.08894 -2.36781
H 0.48319 1.32536 -3.28681
H -1.96651 -0.04934 -4.72171
H -1.86461 1.56126 -4.00571
H -3.10481 0.42706 -3.44631
H -1.08641 -2.03934 -3.51881
H -2.33841 -1.75904 -2.30151
H -0.64891 -1.92204 -1.79441
H 1.45579 4.61106 -2.59871
H 2.37099 3.77916 -1.33471
H 2.13429 5.53936 -1.25601
H -0.90881 5.42476 -2.11601
H -0.20101 6.44276 -0.85141
H -1.53381 5.34386 -0.46141
H 1.44599 3.67016 1.01929
H -0.21401 4.20876 1.34139
H 1.05629 5.40186 1.04969
H -2.61071 0.14356 2.04479
H -3.43491 0.01126 0.48119
H -4.38281 0.24256 1.95599
H -2.39891 2.31556 3.18309
H -4.16051 2.49076 3.22959
H -3.16611 3.77376 2.52339
H -4.66301 1.95366 -0.43891
H -4.48881 3.56806 0.26729
H -5.47241 2.34076 1.08689
N 2.72059 0.44026 2.83029
C 1.42269 0.24676 3.23149
N 1.07229 0.03486 4.49749
N -0.24131 -0.13254 4.45919
N -0.67621 -0.03344 3.25929
N 0.34399 0.21106 2.41439
C 3.05479 0.98286 1.61479
N 4.23119 1.54196 1.35089
N 4.14789 1.90486 0.07669
N 3.00579 1.59606 -0.41211
N 2.24999 0.99866 0.52519
H 3.37959 0.60536 3.57769
C 2.51619 -4.13164 -2.19131
Si 2.70019 -3.11984 -0.55881
C 3.70159 -4.25054 0.63509
C 3.68749 -1.54794 -0.94991
C 1.05599 -2.66714 0.20119
Si -0.25221 -3.79044 0.92389
C 0.35709 -4.61324 2.55119
C -1.83221 -2.78644 1.23979
C -0.63181 -5.26034 -0.26121
H 3.48579 -4.45234 -2.56221
H 2.04959 -3.53584 -2.96841
H 1.90809 -5.01794 -2.04781
H 4.74619 -4.31314 0.34139
H 3.30029 -5.25774 0.66249
H 3.66279 -3.84924 1.64319
H 4.50419 -1.71214 -1.64771
H 4.10739 -1.13084 -0.03961
H 3.03539 -0.78944 -1.37561
H 0.88659 -1.59034 0.35239
H 0.72399 -3.85534 3.23539
H 1.16619 -5.30894 2.35399
H -0.44121 -5.15674 3.04969
H -1.60011 -1.97114 1.92029
H -2.63771 -3.37004 1.67769
H -2.20361 -2.35084 0.31669
H 0.25919 -5.85714 -0.42991
H -0.97981 -4.91564 -1.22941
H -1.39311 -5.91914 0.14719
```

As for the frontier orbital gap (spin up / spin down): 7.31 / 6.58 eV. The calculation puts the largest force on an atom at 3.41 eV/A. The spin multiplicity is 2. The calculation puts the LUMO energy (spin up / spin down) at 2.37 / 1.64 eV. The value obtained for the relative energy (zero: lowest compared OMol25 entry of this formula, charge and spin) is 31.9 kcal/mol. Its net charge is -1.



no.,energy (eV)
1,-35088.9067
2,-115205.7744